ORCA calculation (the ωB97M-V functional and the def2-TZVPD basis) on 5 unconnected molecules or ions with the total composition C29H70ClNO18P5 in a non-equilibrium geometry.

The HOMO-LUMO gap (alpha / beta) comes out at 0.1957 / 0.1958 Eh. Its spin multiplicity is 2. Its HOMO energy (alpha / beta) is -0.315 / -0.315 Eh. The total energy comes out at -4722.23026 hartree. The energy relative to the best compared isomer or geometry (same formula, charge and spin) comes out at 889.0 kJ/mol.

Each line ends with the Löwdin charge.
Geometry (Å):
C1 1.402 0.809 5.224  -0.149
C2 1.482 -0.701 4.565  -0.255
C3 0.203 -0.880 3.550  -0.232
C4 0.364 -2.094 2.455  -0.196
C5 1.703 -1.972 1.499  -0.197
C6 1.327 -1.664 -0.102  -0.192
C7 0.405 -0.304 -0.284  -0.210
C8 0.988 0.773 -1.370  -0.196
C9 2.127 1.803 -0.802  -0.533
P1 1.779 2.512 0.945  0.708
O1 2.204 1.314 2.134  -0.409
Cl1 -0.337 2.899 1.197  0.151
C10 3.671 1.210 -0.854  -0.117
C11 4.471 1.528 -2.249  -0.399
C12 6.013 0.910 -2.059  -0.043
C13 3.861 0.796 -3.584  -0.063
N1 4.653 2.997 -2.561  -0.109
O2 4.829 3.172 -3.882  -0.092
C14 3.549 3.860 -1.992  -0.413
C15 4.120 4.579 -0.632  -0.066
C16 3.308 5.099 -3.089  -0.070
C17 2.096 3.121 -1.832  -0.120
H1 1.663 0.751 6.365  0.067
H2 2.145 1.570 4.735  0.061
H3 0.316 1.275 5.149  0.081
H4 1.355 -1.469 5.466  0.107
H5 2.522 -0.943 4.078  0.092
H6 -0.731 -1.143 4.245  0.121
H7 -0.043 0.156 3.064  0.081
H8 -0.653 -2.118 1.830  0.123
H9 0.359 -3.111 3.080  0.105
H10 2.183 -3.064 1.479  0.106
H11 2.537 -1.265 1.916  0.078
H12 2.281 -1.694 -0.778  0.091
H13 0.667 -2.603 -0.431  0.119
H14 -0.637 -0.688 -0.724  0.123
H15 0.158 0.130 0.775  0.057
H16 1.515 0.132 -2.227  0.109
H17 0.094 1.334 -1.928  0.128
H18 3.105 0.921 1.926  0.060
H19 4.303 1.564 0.096  0.113
H20 3.609 0.034 -0.759  0.121
H21 6.779 1.824 -2.093  0.101
H22 6.099 0.406 -1.006  0.081
H23 6.310 0.211 -2.959  0.088
H24 4.698 0.596 -4.394  0.098
H25 2.929 1.347 -4.059  0.096
H26 3.472 -0.269 -3.246  0.093
H27 4.407 3.746 0.142  0.063
H28 5.055 5.257 -0.856  0.101
H29 3.232 5.242 -0.207  0.098
H30 2.612 5.906 -2.551  0.104
H31 4.319 5.668 -3.313  0.099
H32 2.745 4.736 -4.058  0.095
H33 1.370 3.896 -1.301  0.116
H34 1.620 2.747 -2.833  0.121
C18 4.776 4.992 -5.954  -0.181
O3 5.765 5.836 -6.507  -0.287
P2 5.388 6.324 -8.123  0.793
O4 6.668 5.628 -8.597  -0.255
O5 5.707 7.895 -7.731  -0.290
C19 6.618 8.227 -6.691  -0.114
O6 5.010 6.812 -9.740  -0.317
C20 5.969 7.563 -10.466  -0.146
H35 5.082 4.697 -4.947  0.036
H36 3.824 5.526 -5.895  0.074
H37 4.661 4.092 -6.570  0.093
H38 7.479 7.560 -6.678  0.091
H39 6.095 8.195 -5.731  0.085
H40 6.971 9.247 -6.848  0.089
H41 6.977 7.154 -10.374  0.082
H42 5.958 8.604 -10.134  0.080
H43 5.687 7.540 -11.525  0.090
C21 -6.452 -1.637 4.198  -0.157
O7 -5.675 -0.797 5.028  -0.300
P3 -5.051 0.576 4.180  0.797
O8 -3.634 0.082 4.489  -0.259
O9 -5.582 1.571 5.387  -0.287
C22 -5.724 1.103 6.722  -0.113
O10 -4.428 1.948 3.332  -0.313
C23 -3.531 2.817 4.007  -0.141
H44 -6.794 -2.496 4.782  0.087
H45 -7.321 -1.088 3.827  0.081
H46 -5.848 -1.994 3.355  0.087
H47 -4.920 0.421 7.000  0.091
H48 -6.696 0.614 6.830  0.087
H49 -5.701 1.960 7.396  0.090
H50 -2.760 2.275 4.556  0.078
H51 -4.084 3.470 4.686  0.081
H52 -3.038 3.445 3.256  0.079
C24 1.277 -6.036 4.210  -0.164
O11 0.963 -6.635 2.969  -0.301
P4 2.365 -7.223 2.145  0.793
O12 2.056 -6.256 0.997  -0.258
O13 1.614 -8.671 1.886  -0.286
C25 0.198 -8.765 1.803  -0.111
O14 3.768 -7.811 1.321  -0.314
C26 3.620 -8.330 0.009  -0.143
H53 0.358 -5.662 4.668  0.091
H54 1.731 -6.776 4.873  0.079
H55 1.968 -5.197 4.058  0.079
H56 -0.234 -7.915 1.275  0.092
H57 -0.217 -8.840 2.812  0.088
H58 -0.060 -9.676 1.264  0.091
H59 2.995 -7.696 -0.622  0.082
H60 3.204 -9.340 0.051  0.081
H61 4.615 -8.390 -0.446  0.092
C27 -11.625 -1.319 -0.381  -0.159
O15 -10.766 -2.436 -0.272  -0.298
P5 -10.582 -2.970 1.363  0.792
O16 -9.083 -2.671 1.258  -0.259
O17 -10.885 -4.525 0.897  -0.285
C28 -10.594 -4.971 -0.421  -0.110
O18 -10.397 -3.504 2.998  -0.316
C29 -9.471 -4.542 3.276  -0.144
H62 -11.680 -1.013 -1.429  0.091
H63 -12.626 -1.587 -0.034  0.080
H64 -11.234 -0.485 0.215  0.084
H65 -9.664 -4.546 -0.797  0.092
H66 -11.427 -4.713 -1.081  0.088
H67 -10.498 -6.057 -0.409  0.092
H68 -8.515 -4.393 2.771  0.080
H69 -9.896 -5.508 2.994  0.082
H70 -9.288 -4.553 4.357  0.091

Cartesian forces, eV/Å:
0.2 0.1 0.5
-0.8 0.1 0.7
-0.2 -0.4 0.6
-0.6 0.4 0.7
0.1 -1.6 -0.9
-0.7 -0.7 0.9
-0.7 -0.9 -0.6
0.4 -1.1 -0.6
-0.4 -0.2 -1.9
1.3 0.4 0.9
0.3 0.4 -2.0
1.1 -1.0 -0.4
-0.5 -0.7 0.4
1.8 -1.9 -0.2
0.2 0.9 0.0
-0.7 -1.1 0.3
-2.5 -0.7 -2.4
0.3 -0.6 3.4
-0.4 2.9 -0.7
-0.9 -0.4 0.0
-0.5 0.6 1.1
-0.1 -0.2 1.7
-0.4 0.2 -2.1
-1.5 -1.6 0.8
2.2 -1.1 0.0
0.3 1.5 -2.0
-2.0 0.7 0.8
1.9 0.6 -1.6
0.6 -2.0 0.7
2.4 0.0 1.1
0.3 2.1 -1.5
-0.9 2.4 0.0
-1.9 -1.1 -0.7
-1.7 0.2 1.3
1.5 2.1 0.6
2.2 1.0 1.0
0.6 -0.6 -2.1
-1.2 1.3 1.7
2.0 -0.9 1.6
-1.6 0.7 0.2
-1.2 -0.5 -2.2
0.2 2.4 -0.3
-1.7 -2.0 0.2
0.0 0.7 -2.2
-0.7 1.2 2.1
-1.8 0.8 1.8
2.1 -1.0 1.0
0.8 2.1 -0.6
-0.5 1.8 -1.3
-1.9 -1.5 0.3
2.0 -1.4 -0.7
1.4 -1.8 -1.1
-2.2 -1.4 0.3
1.4 0.7 2.0
1.4 -1.3 -1.5
1.1 1.0 1.8
-0.1 -0.4 0.7
-3.4 0.1 -0.8
9.5 2.7 -1.9
-1.4 -0.9 -0.1
-1.0 -0.2 -0.4
-0.2 0.1 0.5
-3.0 -1.2 1.3
0.3 0.8 0.1
-0.1 0.2 -0.7
-0.1 -0.2 0.1
-0.1 -0.1 0.2
-0.1 -0.1 0.0
0.3 -0.1 0.0
-0.2 0.0 -0.3
-0.2 -0.1 0.2
0.1 -0.1 0.0
-0.3 -0.2 0.3
-0.5 -0.7 -0.2
-1.9 0.7 -2.6
7.0 2.0 6.9
-0.6 -0.6 -1.4
-0.4 0.2 -1.0
-0.5 -0.2 0.2
-2.6 -1.3 -2.1
-0.1 0.6 0.7
0.1 0.1 -0.1
-0.1 -0.3 -0.1
-0.2 -0.1 0.0
0.0 -0.1 -0.1
0.2 -0.1 0.1
0.0 0.2 -0.3
-0.2 -0.2 -0.1
0.1 0.0 0.0
-0.3 -0.3 -0.2
-0.2 0.4 0.7
2.4 -0.7 2.2
-4.6 -0.7 -8.9
1.0 0.6 1.2
1.0 0.0 0.6
-0.4 -0.1 0.5
1.0 0.5 3.4
-0.4 -0.7 -0.4
0.1 -0.1 -0.1
-0.1 0.2 0.3
-0.1 0.0 0.2
0.1 0.1 0.1
-0.1 0.1 -0.2
0.3 -0.1 0.0
-0.1 0.1 0.3
0.0 0.1 -0.1
0.0 0.1 0.4
-0.4 0.6 -0.4
-2.7 0.9 1.8
8.3 -5.5 -2.0
-0.9 1.3 0.6
-0.7 0.5 0.8
-0.4 0.0 -0.5
-2.8 2.1 0.0
0.1 -0.9 -0.2
0.0 -0.1 0.2
-0.1 0.3 -0.2
-0.1 0.1 -0.1
0.0 0.1 0.0
0.3 0.0 -0.1
-0.1 0.0 0.3
-0.2 0.2 -0.1
0.1 0.1 0.0
-0.3 0.3 -0.1

ORCA calculation (the ωB97M-V functional and the def2-TZVPD basis) on a molecular structure, C29H73FN5O5PSSbSiTi.

The HOMO-LUMO gap comes out at 0.2013 Eh. Its spin multiplicity is 1. Its HOMO energy is -0.526 Eh. The total energy comes out at -4016.91288 hartree. Its net charge is +3. The energy relative to the best compared isomer or geometry (same formula, charge and spin) comes out at 41.9 kJ/mol.

Each line ends with the Löwdin charge.
Geometry (Å):
Ti1 -0.244 -1.017 0.926  1.012
C1 2.069 0.342 2.596  -0.145
C2 2.553 0.175 1.177  -0.133
N1 1.892 -1.017 0.573  -0.114
C3 2.482 -2.312 1.011  -0.171
C4 1.892 -2.790 2.334  -0.130
N2 0.483 -2.303 2.578  -0.141
C5 0.283 -1.695 3.935  -0.129
C6 -0.011 -0.202 3.798  -0.145
N3 0.590 0.264 2.543  -0.124
H1 2.454 -0.412 3.276  0.120
H2 2.373 1.316 2.980  0.106
H3 2.220 1.053 0.629  0.064
H4 3.636 0.092 1.105  0.149
H5 2.021 -0.970 -0.441  0.095
H6 2.281 -3.025 0.220  0.071
H7 3.563 -2.204 1.103  0.143
H8 1.895 -3.878 2.358  0.141
H9 2.504 -2.462 3.167  0.115
H10 -0.122 -3.118 2.557  0.055
H11 -0.544 -2.207 4.419  0.116
H12 1.166 -1.872 4.543  0.129
H13 -1.085 -0.013 3.737  0.108
H14 0.368 0.356 4.656  0.146
H15 0.250 1.198 2.290  0.068
C7 1.143 1.223 -1.879  -0.018
C8 -0.176 0.563 -2.213  -0.520
C9 -1.360 1.463 -1.910  -0.016
C10 -0.209 0.157 -3.678  -0.008
O1 -0.282 -0.695 -1.336  -0.276
Si1 -0.015 -2.237 -1.953  -0.078
S1 -0.368 -3.221 -0.104  0.625
O2 1.552 -2.265 -2.312  -0.154
C11 2.370 -3.168 -3.150  -0.595
C12 3.807 -2.892 -2.744  -0.012
C13 1.975 -4.604 -2.847  -0.018
C14 2.129 -2.812 -4.606  -0.011
O3 -0.949 -2.749 -3.140  -0.123
C15 -2.338 -3.120 -3.362  -0.603
C16 -3.247 -2.223 -2.529  -0.018
C17 -2.495 -4.583 -2.967  -0.012
C18 -2.594 -2.936 -4.846  -0.001
H16 1.297 2.073 -2.546  0.107
H17 1.982 0.538 -2.026  0.099
H18 1.129 1.627 -0.865  0.037
H19 -1.411 2.229 -2.686  0.109
H20 -2.293 0.898 -1.939  0.091
H21 -1.272 1.964 -0.952  0.058
H22 -0.080 1.062 -4.272  0.119
H23 -1.162 -0.287 -3.959  0.083
H24 0.602 -0.520 -3.946  0.077
H25 3.969 -3.145 -1.694  0.080
H26 4.055 -1.841 -2.903  0.095
H27 4.491 -3.494 -3.343  0.107
H28 2.101 -4.825 -1.784  0.085
H29 2.606 -5.294 -3.409  0.109
H30 0.938 -4.795 -3.137  0.081
H31 2.427 -1.782 -4.807  0.095
H32 1.081 -2.944 -4.876  0.085
H33 2.728 -3.461 -5.247  0.108
H34 -2.959 -2.256 -1.473  0.044
H35 -4.286 -2.546 -2.627  0.106
H36 -3.192 -1.185 -2.862  0.087
H37 -2.175 -4.727 -1.929  0.043
H38 -1.883 -5.225 -3.600  0.103
H39 -3.536 -4.896 -3.069  0.103
H40 -2.471 -1.892 -5.136  0.090
H41 -3.611 -3.242 -5.096  0.107
H42 -1.900 -3.544 -5.428  0.102
F1 -1.125 0.528 0.755  -0.331
C19 0.131 5.118 -1.328  -0.135
C20 1.270 5.267 -0.328  -0.579
C21 2.622 4.984 -0.981  -0.146
Sb1 1.044 3.978 1.381  1.514
C22 2.336 4.999 2.795  -0.574
C23 3.646 4.240 2.999  -0.162
C24 2.624 6.457 2.452  -0.135
C25 -0.853 4.612 2.217  -0.593
C26 -2.029 3.917 1.533  -0.171
C27 -1.052 6.122 2.267  -0.128
H43 0.300 5.767 -2.192  0.092
H44 -0.838 5.388 -0.903  0.059
H45 0.060 4.091 -1.703  0.045
H46 1.270 6.286 0.065  0.081
H47 2.664 3.963 -1.376  0.057
H48 3.457 5.105 -0.287  0.060
H49 2.792 5.664 -1.819  0.091
H50 1.764 4.965 3.730  0.082
H51 4.247 4.231 2.085  0.073
H52 3.490 3.199 3.301  0.038
H53 4.249 4.714 3.776  0.087
H54 3.234 6.541 1.550  0.073
H55 3.190 6.920 3.265  0.091
H56 1.723 7.052 2.300  0.059
H57 -0.790 4.235 3.246  0.073
H58 -2.150 4.251 0.498  0.064
H59 -2.965 4.153 2.051  0.077
H60 -1.909 2.828 1.507  0.025
H61 -1.008 6.566 1.269  0.076
H62 -0.302 6.615 2.885  0.064
H63 -2.033 6.366 2.686  0.086
N4 -4.198 -0.371 2.937  0.177
C28 -4.375 -1.872 2.967  -0.125
P1 -2.891 -2.724 2.224  0.491
O4 -2.174 -3.619 3.158  -0.283
O5 -2.148 -1.548 1.592  -0.460
C29 -3.609 -3.835 0.929  -0.171
N5 -2.726 -5.038 0.823  0.127
H64 -3.442 -0.145 2.272  0.129
H65 -3.947 0.002 3.850  0.173
H66 -5.049 0.110 2.646  0.180
H67 -5.281 -2.105 2.410  0.114
H68 -4.521 -2.197 3.995  0.123
H69 -3.693 -3.375 -0.053  0.081
H70 -4.593 -4.176 1.256  0.121
H71 -2.465 -5.353 1.764  0.153
H72 -1.864 -4.767 0.339  0.000
H73 -3.171 -5.801 0.313  0.177

Cartesian forces, eV/Å:
-0.4 0.3 -0.8
0.0 0.0 0.0
-0.2 -0.1 0.1
0.1 0.0 0.0
0.0 0.1 0.0
-0.1 0.0 0.1
0.1 0.0 0.1
0.0 0.0 -0.1
0.0 0.0 0.0
0.1 -0.1 -0.1
0.0 -0.1 0.0
0.0 0.0 0.0
0.1 0.0 -0.1
0.0 0.0 0.0
0.0 -0.1 0.0
0.0 -0.1 0.0
0.0 0.0 0.0
0.0 0.0 0.0
0.0 0.0 0.1
-0.1 0.0 0.0
0.0 0.0 0.1
0.0 0.0 0.0
0.0 0.0 0.0
0.0 0.0 0.0
0.0 0.0 0.0
0.0 0.1 0.0
0.0 0.0 0.0
0.0 0.0 0.0
0.0 0.0 0.0
0.0 0.0 0.1
0.0 -0.1 0.0
0.2 0.0 0.0
0.1 0.1 0.0
0.0 0.0 0.0
0.0 0.0 0.0
0.0 0.0 0.0
0.0 0.0 0.0
-0.1 0.0 -0.1
0.0 0.0 0.0
0.0 0.0 0.0
0.0 0.0 0.0
0.0 0.0 0.0
0.0 0.0 0.0
0.0 0.0 0.0
0.0 0.0 0.0
0.0 0.0 0.0
0.0 0.0 0.0
0.0 0.0 0.1
0.0 0.0 0.0
0.0 0.0 0.0
0.0 0.0 0.0
0.0 0.0 0.0
0.0 0.0 0.0
0.0 0.0 0.0
0.0 0.0 0.0
0.0 0.0 0.0
0.0 0.0 0.0
0.0 0.0 0.0
0.0 0.0 0.0
0.0 0.0 0.0
0.0 0.1 -0.1
0.0 0.0 0.0
0.0 0.0 0.0
0.0 0.0 0.0
0.0 0.0 0.0
0.0 0.0 0.0
0.0 0.0 0.0
0.0 0.0 0.0
0.0 0.0 0.0
0.0 0.0 0.1
-0.1 0.0 0.0
0.1 0.1 -0.1
0.0 0.0 0.0
0.0 -0.1 0.2
0.1 0.0 0.1
0.0 -0.1 -0.1
0.0 0.0 -0.1
-0.1 0.0 0.1
0.0 0.0 -0.1
0.0 0.1 -0.1
0.0 0.0 0.0
0.1 0.0 0.0
0.0 0.0 0.0
0.0 0.0 0.0
0.0 0.0 0.0
0.0 0.0 0.0
0.0 0.0 0.0
0.0 0.0 0.0
0.0 0.0 0.0
0.0 0.0 0.0
0.0 0.0 0.0
0.0 0.0 0.0
0.0 0.0 0.0
0.0 0.0 0.0
0.0 0.0 0.0
0.0 0.0 0.1
0.0 0.0 0.0
0.0 0.0 0.0
0.0 0.0 0.0
0.0 0.0 0.0
0.0 0.0 0.0
0.0 -0.2 -0.1
0.1 0.0 -0.1
-0.2 -0.2 -0.2
0.0 0.0 0.0
0.1 0.3 0.4
0.0 0.0 0.1
-0.5 -0.1 0.3
0.1 0.0 -0.1
0.1 0.0 0.2
-0.1 0.0 0.0
0.0 0.0 0.0
0.0 0.0 0.0
0.0 0.0 0.1
0.0 0.0 0.0
0.0 0.0 0.1
0.4 0.2 -0.2
-0.1 -0.1 0.0